DFT (wB97M-V/def2-TZVPD) results for 2 unconnected molecules or ions with the total composition C9H23N2Si in a non-equilibrium geometry.

```
! wB97M-V def2-TZVPD RIJCOSX def2/J DEFGRID3
* xyz 1 1
C 4.08031 1.19361 -0.22598
C 2.97230 0.85243 0.47278
C -0.38963 1.12085 -1.38456
C -1.44184 2.67049 0.21529
C -3.51875 -0.34684 0.95346
C -2.13773 -1.70332 -0.63790
C 1.92996 -1.84102 -1.24535
C 2.83591 -0.35246 1.31857
C -1.07642 0.14838 0.77357
N -1.30845 1.14643 -0.24064
N -2.06422 -0.89908 0.58680
Si 1.52868 -1.48581 0.58855
H 4.34646 2.03614 -0.83963
H 5.06148 0.68844 0.15605
H 2.05639 1.23663 0.11317
H 0.60837 1.55388 -1.23551
H -0.21328 0.13897 -1.68461
H -0.95841 1.58531 -2.19439
H -0.57185 2.86591 0.80697
H -1.56066 3.10999 -0.80209
H -2.40774 2.69265 0.80426
H -4.23644 -1.14127 0.99937
H -3.40603 0.00432 1.97950
H -3.71280 0.51560 0.34914
H -2.02526 -1.09358 -1.47437
H -1.32640 -2.43307 -0.58144
H -3.14042 -2.27722 -0.70804
H 2.65848 -2.60776 -1.46599
H 0.95793 -2.00108 -1.72779
H 2.40361 -0.99711 -1.54361
H 2.78961 -0.14340 2.39356
H 3.81964 -0.79514 1.13510
H -1.42481 0.62726 1.71575
H -1.92309 -1.55102 1.38005
H 0.79508 -2.51813 1.24994
*
```

Calculated values
Energy ... -20552.286 eV
Relative energy (zero: lowest compared OMol25 entry of this formula, charge and spin) ... 4.849 eV
Lowest unoccupied orbital energy (alpha / beta) ... -0.1311 / -0.1311 hartree
Max |F| ... 4.55 eV Å⁻¹
E_HOMO (alpha / beta) ... -11.116 / -11.117 eV
Gap between HOMO and LUMO (alpha / beta) ... 7.55 / 7.55 eV